The following is a quantum chemistry calculation of C12H18N2O2S in the gas phase, from the OMol25 dataset.

```
35
Properties=species:S:1:pos:R:3:forces:R:3
S -2.414558 -3.489740 0.515727 -0.1 1.7 -0.7
O -3.404397 -2.451843 0.245690 0.5 -0.9 -0.2
O -1.690459 -4.120583 -0.583972 -0.4 0.8 1.2
N 2.577613 -2.862308 -0.721532 1.3 -1.1 0.4
N -1.257834 -2.761498 1.594017 -0.8 2.4 0.1
C -0.469283 -1.415394 0.810991 -1.1 0.0 -0.6
C 3.706675 -2.313750 0.057155 -0.5 0.0 -0.3
C -1.676761 0.887778 1.141718 1.2 0.4 -0.9
C -0.716427 -0.057758 1.530112 -0.6 -1.9 0.7
C -0.081175 0.083354 2.753530 1.6 1.0 0.4
C 2.926949 -3.939248 -1.688560 -0.6 0.1 0.1
C -3.311648 -4.817409 1.304364 -0.1 -0.7 1.1
C 1.288354 -2.673735 -0.298925 0.7 1.0 -0.5
C -1.858973 2.057726 1.902689 -1.2 -1.4 0.1
C -0.302340 1.231223 3.545520 -0.8 -1.1 0.5
C -1.288293 2.148937 3.173515 0.5 -0.1 -0.5
C 0.948424 -1.761253 0.671463 0.7 -1.2 -0.9
H 0.762867 -0.617649 2.998063 -1.3 0.6 0.1
H 2.536586 -4.953127 -1.403363 0.4 0.9 0.0
H 4.643584 -2.712301 -0.391201 -0.6 0.6 0.5
H 4.039031 -3.993109 -1.761353 -1.0 0.0 -0.2
H -4.031998 -5.323347 0.647158 0.5 0.7 -0.5
H -2.696909 2.693889 1.609151 0.5 0.2 0.1
H 0.590654 -3.211344 -0.977316 0.0 0.6 0.9
H 1.728963 -1.306245 1.305128 -0.7 -0.3 -0.5
H 2.462952 -3.683995 -2.670210 0.6 -0.2 0.5
H -2.635888 -5.598819 1.645473 0.3 0.2 0.0
H -1.626130 2.922116 3.852276 0.3 0.1 0.0
H 0.097681 1.242035 4.567462 0.1 0.3 -0.6
H -3.913626 -4.497303 2.157020 0.3 0.4 0.0
H -0.941965 -1.311429 -0.186941 0.1 -0.5 0.6
H 3.646722 -1.209224 -0.007636 0.3 -0.4 0.0
H 3.666073 -2.580999 1.137739 0.0 0.0 -0.6
H -1.773460 -2.088747 2.264773 0.2 -2.0 -1.1
H -2.093991 0.773678 0.124606 -0.2 0.1 0.8
```
Forces are in eV/Å.

Calculated values
M in g/mol: 254.35
Net charge: 0
Energy in eV: -30643.4303
Gap between HOMO and LUMO in eV: 8.26
HOMO in Ha: -0.2779
Energy above the lowest of the compared OMol25 structures with the same formula, charge and spin in eV: 2.730